Here is a cluster of 2 separate species, C9H14O in total at a distorted geometry from the OMol25 dataset. Energies are from ωB97M-V/def2-TZVPD.

Last column: natural (NBO) charge in e.
Positions of all 24 atoms, in Å:
C: 0.3065 1.9125 0.8181  -0.626
C: -0.5927 -1.7636 1.3949  -0.270
C: -0.6489 -0.3572 1.2343  -0.214
C: 0.6437 -2.3062 1.7924  0.297
C: 0.4120 0.4709 1.3492  -0.030
C: 1.7473 -1.4405 1.6810  -0.264
C: 1.7180 -0.0712 1.5199  -0.199
O: 0.7307 -3.5433 2.2998  -0.673
H: -1.5042 -2.3056 1.2167  0.209
H: -1.6634 -0.0398 1.0095  0.208
H: 0.1193 -4.1662 1.9574  0.486
H: 2.6830 -1.9638 1.8944  0.215
H: -0.4820 1.8560 0.0623  0.213
H: 1.2519 2.2277 0.3934  0.214
H: 2.5967 0.5119 1.3051  0.218
H: -0.1293 2.6140 1.5276  0.216
C: -1.6281 0.9285 -2.4834  -0.610
C: -0.1859 1.2007 -2.9020  -0.616
H: -1.7147 -0.0952 -2.0980  0.204
H: -1.9252 1.5356 -1.6265  0.197
H: -2.3822 1.0589 -3.2539  0.208
H: -0.0250 2.2708 -3.0145  0.203
H: 0.0643 0.6554 -3.8167  0.205
H: 0.6082 0.8095 -2.2610  0.211

Summary:
Structure (SMILES)   Cc1ccc(O)cc1.CC
Max |F|   3.32 eV/Å
Energy relative to the best compared isomer or geometry (same formula, charge and spin)   97.2 kJ/mol
Total energy   -11606.6291 eV
Total charge   0
Multiplicity   1



Here is a cluster of 3 separate species, C14H34F5N2O3PSi in total from the OMol25 dataset. Energies are from ωB97M-V/def2-TZVPD.

Last column: natural (NBO) charge in e.
Positions of all 60 atoms, in Å:
O: 0.7701 0.9431 2.4152  -1.081
P: 1.6427 -0.1876 2.0497  1.994
O: 2.0083 -1.2251 3.2206  -0.976
O: 1.0287 -1.2226 1.0002  -0.988
Si: 3.5908 0.5538 1.1931  0.597
C: 3.2812 2.2299 0.2704  0.314
F: 2.0771 2.2231 -0.3852  -0.325
F: 4.2622 2.3577 -0.6894  -0.330
C: 3.3232 3.5072 1.1801  0.917
F: 2.2917 4.3030 0.9361  -0.297
F: 4.4435 4.2005 0.9965  -0.301
F: 3.2702 3.1495 2.4780  -0.318
H: 2.3812 -0.7347 3.9730  0.510
H: 0.2595 -0.8280 0.5560  0.523
H: 4.0994 -0.4033 0.1944  -0.114
H: 4.5997 0.7392 2.2500  -0.120
C: -2.1773 6.1748 -4.1933  -0.616
C: -2.0942 5.6891 -2.7539  -0.213
N: -1.4058 4.4181 -2.6231  -0.454
C: -1.5886 3.7862 -1.3277  -0.202
C: -1.0308 4.5015 -0.0931  -0.638
C: -0.0590 4.3718 -3.1687  -0.215
C: 0.9656 5.3863 -2.6447  -0.638
H: -2.6005 5.4016 -4.8360  0.211
H: -2.8163 7.0571 -4.2499  0.211
H: -1.2004 6.4539 -4.5900  0.201
H: -3.1096 5.5433 -2.3751  0.194
H: -1.6476 6.4847 -2.1360  0.158
H: -1.1522 2.7848 -1.3837  0.187
H: -2.6641 3.6366 -1.1877  0.186
H: 0.0555 4.4688 -0.0638  0.206
H: -1.3926 4.0070 0.8106  0.215
H: -1.3452 5.5451 -0.0470  0.201
H: -0.1304 4.4866 -4.2534  0.190
H: 0.3225 3.3600 -3.0086  0.195
H: 0.5631 6.4005 -2.6356  0.202
H: 1.8428 5.3898 -3.2951  0.210
H: 1.3061 5.1491 -1.6378  0.205
C: -0.0128 -7.9000 0.2464  -0.617
C: 0.0126 -6.8289 1.3266  -0.213
N: -0.5011 -5.5501 0.8703  -0.454
C: -0.1934 -4.4463 1.7631  -0.201
C: -0.8019 -4.4615 3.1701  -0.637
C: -1.8455 -5.5738 0.3194  -0.214
C: -2.9733 -6.1257 1.2005  -0.637
H: 0.4864 -7.5466 -0.6569  0.211
H: 0.5050 -8.7930 0.5986  0.212
H: -1.0293 -8.1952 -0.0165  0.201
H: 1.0497 -6.6657 1.6324  0.194
H: -0.5135 -7.2099 2.2167  0.158
H: -0.4794 -3.5190 1.2622  0.188
H: 0.8957 -4.4029 1.8600  0.190
H: -1.8707 -4.2506 3.1583  0.199
H: -0.3250 -3.6916 3.7803  0.214
H: -0.6472 -5.4186 3.6698  0.203
H: -1.8206 -6.1543 -0.6063  0.191
H: -2.0913 -4.5532 0.0145  0.193
H: -2.7005 -7.0786 1.6564  0.203
H: -3.8627 -6.2990 0.5916  0.211
H: -3.2520 -5.4382 1.9977  0.203

Summary:
Structure (SMILES)   O=P(O)(O)[SiH2]C(F)(F)C(F)(F)F.CCN(CC)CC.CCN(CC)CC
Max |F|   0.62 eV/Å
Energy relative to the best compared isomer or geometry (same formula, charge and spin)   0.0 kJ/mol
Total energy   -54947.7848 eV
Total charge   0
Multiplicity   1



Here is an isolated molecule of C31H27F4N5O10S3 at a distorted geometry from the OMol25 dataset. Energies are from ωB97M-V/def2-TZVPD.

Last column: Mulliken charge in e.
Positions of all 80 atoms, in Å:
C: 2.1070 -1.2524 -1.4807  -0.775
C: 2.4064 -0.1404 -0.7328  -0.620
C: 1.3572 0.8635 -0.2133  0.559
C: 0.7895 1.9423 -1.0688  0.664
C: 1.2894 1.9739 -2.5561  -1.180
C: 2.7021 2.7523 -2.5383  -0.665
S: 3.9179 2.1045 -3.7541  -0.186
C: 4.7873 0.7067 -3.0246  0.505
N: 4.7733 -0.5293 -3.5425  -0.218
N: 5.5070 -1.4165 -2.8236  -0.387
C: 6.0118 -0.6466 -1.8142  0.085
O: 5.5811 0.6423 -1.8809  -0.299
C: -0.1739 2.9183 -0.5819  -1.052
N: -0.7488 4.0113 -1.3472  0.804
C: 0.2174 4.8421 -1.9855  0.292
O: 1.0811 5.4488 -1.4659  -0.330
F: 0.1664 4.9009 -3.3811  -0.300
C: -1.8308 3.6074 -2.2139  0.445
O: -2.0195 2.4785 -2.5065  -0.330
F: -2.7068 4.5595 -2.6717  -0.270
C: -0.6395 2.7958 0.8295  0.596
C: -1.7139 3.8070 1.3571  -1.222
O: -1.2227 4.7677 2.2954  -0.316
C: -0.4097 5.7155 1.6335  0.829
C: 1.1302 5.5537 1.8455  -0.828
O: -0.9378 6.5790 0.9943  -0.524
C: -0.1443 1.7425 1.6971  0.788
C: 0.8754 0.7960 1.1594  0.804
C: 1.3939 -0.2789 2.1718  -0.057
O: 2.5407 -0.6357 2.2106  -0.554
C: 0.2973 -0.8164 3.1607  0.288
C: 0.3607 -2.3285 3.4977  -1.097
C: 0.3267 -3.1731 2.1356  -0.161
C: -0.5890 -4.4679 2.2529  -1.005
S: -2.1333 -4.3354 1.2529  -0.022
C: -1.6069 -4.5710 -0.4660  -0.036
S: -0.0504 -5.0347 -0.8482  -0.175
N: -2.5985 -4.2996 -1.4793  0.049
C: -2.3068 -3.0344 -2.1967  -0.421
C: -3.3664 -2.9179 -3.3475  -0.535
O: -3.1755 -3.8842 -4.3924  -0.380
C: -2.4527 -5.0331 -3.9398  -0.323
C: -2.7713 -5.4267 -2.4292  -0.718
C: -0.6439 0.0410 3.6400  -0.339
N: -1.6626 -0.5068 4.5524  0.378
C: -1.3060 -0.3651 5.9421  0.584
O: -2.0185 -0.7500 6.8011  -0.455
F: -0.0917 0.1758 6.3223  -0.214
C: -2.9278 0.1342 4.2368  0.658
O: -3.5279 -0.1874 3.2750  -0.396
F: -3.3942 1.1396 5.0329  -0.217
C: -0.6235 1.5416 3.1774  -0.450
O: -0.9548 2.4475 3.8921  -0.530
H: 1.2326 -1.9224 -1.2845  0.060
H: 2.7935 -1.5385 -2.3185  0.238
H: 3.4973 0.0348 -0.5307  0.403
H: 1.4540 0.9137 -2.8847  0.669
H: 0.5528 2.5242 -3.1906  0.531
H: 2.4848 3.8417 -2.6833  0.312
H: 3.1259 2.6631 -1.4986  0.346
H: 6.6585 -1.1238 -1.0487  0.387
H: -2.2895 4.2879 0.5132  0.371
H: -2.4855 3.1966 1.9098  0.491
H: 1.6365 5.1085 0.9472  0.141
H: 1.2829 4.8144 2.6808  0.277
H: 1.6412 6.5201 2.0720  0.358
H: -0.5287 -2.6550 4.0912  0.494
H: 1.2813 -2.5926 4.0902  0.292
H: 1.3759 -3.5104 1.9043  0.356
H: -0.0070 -2.5482 1.2626  0.219
H: -0.9133 -4.6350 3.3186  0.465
H: -0.0535 -5.3864 1.9050  0.396
H: -2.4357 -2.1586 -1.5081  0.350
H: -1.2440 -3.0153 -2.5615  0.276
H: -4.3940 -3.1080 -2.9094  0.262
H: -3.4152 -1.8852 -3.7958  0.318
H: -2.6803 -5.9112 -4.5929  0.350
H: -1.3498 -4.8197 -4.0014  0.205
H: -2.2209 -6.3604 -2.1533  0.417
H: -3.8700 -5.6910 -2.4162  0.277

Summary:
Structure (SMILES)   C=Cc1c(CCSc2nnco2)c(N(C(=O)F)C(=O)F)c(COC(C)=O)c2c1C(=O)C(CCCSC(=S)N1CCOCC1)=C(N(C(=O)F)C(=O)F)C2=O
Max |F|   4.53 eV/Å
Total energy   -103878.7902 eV
Total charge   0
Multiplicity   1



Here is an isolated molecule of CH4O2P2 at a distorted geometry from the OMol25 dataset. Energies are from ωB97M-V/def2-TZVPD.

Last column: natural (NBO) charge in e.
Positions of all 9 atoms, in Å:
C: 1.0275 0.4679 1.1659  -0.999
O: 0.0030 -1.2357 -2.5041  -1.002
O: -1.3187 -2.1207 -0.4509  -1.005
P: -0.7347 -1.0478 -1.2616  1.797
P: -0.2458 0.7534 0.1180  0.726
H: 0.9991 -0.4955 1.4852  0.226
H: 1.9196 0.9862 1.2047  0.247
H: -0.1983 2.0905 -0.3547  0.049
H: -1.4517 0.6016 0.5976  -0.040

Summary:
Structure (SMILES)   C=[PH2]P(=O)=O
Max |F|   3.11 eV/Å
Energy relative to the best compared isomer or geometry (same formula, charge and spin)   286.3 kJ/mol
Total energy   -23772.1926 eV
Total charge   0
Multiplicity   1



Here is a cluster of 4 separate species, C2H11O3S in total at a distorted geometry from the OMol25 dataset. Energies are from ωB97M-V/def2-TZVPD.

Last column: natural (NBO) charge in e.
Positions of all 17 atoms, in Å:
C: -0.1803 -1.5057 1.8550  -0.619
C: -0.2902 -0.0459 1.4025  -0.521
S: 0.9557 0.3877 0.1664  -0.687
H: -0.1604 -2.1199 0.9582  0.215
H: 0.6811 -1.6411 2.5058  0.193
H: -1.0663 -1.8433 2.4112  0.177
H: -1.2381 0.1124 0.8690  0.182
H: -0.4615 0.6282 2.2532  0.181
H: -0.2926 0.6510 -3.1589  0.453
H: -0.3245 0.6177 -1.6437  0.489
O: -0.9408 0.6394 -2.4380  -1.010
H: 0.0744 -1.5943 -1.9033  0.474
H: 1.1893 -1.7711 -0.9606  0.492
O: 0.7349 -2.2426 -1.6727  -0.990
H: -0.2120 3.3161 -0.5583  0.460
H: 1.0027 2.7741 -0.0301  0.496
O: 0.5285 3.6372 -0.0558  -0.986

Summary:
Max |F|   1.42 eV/Å
Energy relative to the best compared isomer or geometry (same formula, charge and spin)   23.2 kJ/mol
Total energy   -19232.0562 eV
Total charge   -1
Multiplicity   1